Entry 1:
{
  "formula": "C28H58IIrN2OPSSb",
  "method": "ωB97M-V with the def2-TZVPD basis set",
  "species": ["Ir", "C", "C", "C", "Sb", "C", "C", "C", "C", "C", "C", "H", "H", "H", "H", "H", "H", "H", "H", "H", "H", "H", "H", "H", "H", "H", "H", "H", "H", "H", "H", "H", "C", "S", "C", "O", "H", "H", "H", "H", "H", "H", "I", "C", "C", "C", "C", "N", "C", "H", "H", "H", "H", "C", "C", "C", "C", "P", "N", "C", "C", "C", "C", "C", "C", "C", "C", "H", "H", "H", "H", "H", "H", "H", "H", "H", "H", "H", "H", "H", "H", "H", "H", "H", "H", "H", "H", "H", "H", "H", "H", "H", "H", "H"],
  "xyz": [[0.985023, 0.517607, 0.961159], [-4.662279, 5.203427, -3.312319], [-4.061295, 3.889237, -3.784239], [-3.336566, 3.987149, -5.117735], [-2.769271, 3.014661, -2.278057], [-3.965112, 2.320997, -0.613976], [-5.223086, 1.680677, -1.201347], [-4.272026, 3.421329, 0.392048], [-1.828805, 1.276170, -3.148903], [-1.661121, 0.141137, -2.146661], [-0.520837, 1.642239, -3.843051], [-5.393677, 5.538608, -4.050293], [-3.903430, 5.981618, -3.227959], [-5.181572, 5.114195, -2.357543], [-4.827727, 3.105147, -3.819659], [-2.574534, 4.767106, -5.100690], [-4.061133, 4.257188, -5.888628], [-2.876537, 3.047619, -5.426426], [-3.333739, 1.553534, -0.158865], [-5.872322, 2.426241, -1.662941], [-5.793509, 1.214317, -0.394458], [-5.008146, 0.903210, -1.937901], [-4.870611, 4.218248, -0.050580], [-3.369968, 3.869082, 0.810362], [-4.852376, 3.002162, 1.216828], [-2.578625, 0.991573, -3.895239], [-0.991537, 0.370130, -1.306259], [-1.202393, -0.703192, -2.669930], [-2.615122, -0.209897, -1.749521], [0.247460, 1.907596, -3.113653], [-0.625187, 2.472590, -4.541357], [-0.160731, 0.781293, -4.409734], [2.169265, 4.889051, 1.837690], [2.585233, 3.163428, 1.939719], [4.051150, 3.129053, 0.927322], [1.497630, 2.508493, 1.022170], [2.028519, 5.159790, 0.792768], [2.988840, 5.455358, 2.280986], [1.261888, 5.046194, 2.416539], [4.816841, 3.723922, 1.426584], [3.820693, 3.532171, -0.057235], [4.380105, 2.093487, 0.862894], [-3.734467, 0.915062, 4.415244], [-1.667129, 0.958759, 4.258476], [-0.849857, 1.147846, 5.365831], [0.526633, 1.146303, 5.188997], [1.050386, 0.975386, 3.925002], [0.257961, 0.797252, 2.852861], [-1.075711, 0.777819, 3.020891], [-1.277010, 1.283458, 6.350763], [1.194847, 1.273832, 6.029139], [2.115849, 0.950353, 3.752419], [-1.669485, 0.598153, 2.135316], [1.277797, -2.476264, -2.370948], [2.237559, -3.114750, -1.349168], [2.280783, -4.635601, -1.561687], [3.628521, -2.523665, -1.632612], [1.741856, -2.676995, 0.395558], [1.344984, -1.016837, 0.271897], [0.174172, -3.517255, 0.977792], [-0.852104, -3.520931, -0.167623], [0.472899, -4.969500, 1.389477], [-0.469491, -2.778361, 2.163389], [3.144621, -2.784352, 1.622623], [3.877253, -4.130518, 1.512393], [2.591472, -2.629358, 3.048367], [4.143486, -1.632502, 1.405086], [1.718185, -2.637630, -3.355991], [1.180675, -1.400813, -2.223221], [0.292297, -2.927451, -2.381974], [2.693438, -4.815180, -2.555908], [1.292534, -5.089783, -1.538608], [2.922609, -5.150062, -0.848331], [3.833155, -2.677770, -2.692580], [4.422309, -3.018550, -1.079546], [3.667103, -1.449316, -1.446140], [-0.572570, -4.188499, -0.977777], [-1.032153, -2.521211, -0.567397], [-1.793409, -3.889872, 0.241136], [0.929340, -5.555545, 0.594864], [-0.481993, -5.440135, 1.631624], [1.096828, -5.033178, 2.277991], [-0.525678, -1.703464, 1.999816], [0.028683, -2.970224, 3.107768], [-1.491126, -3.149478, 2.255515], [3.214003, -4.987965, 1.610801], [4.595009, -4.180444, 2.333297], [4.438940, -4.226960, 0.586171], [2.006573, -3.486256, 3.370432], [1.993800, -1.723355, 3.166909], [3.447751, -2.555861, 3.720287], [4.706338, -1.710730, 0.481754], [4.859746, -1.673386, 2.227370], [3.652415, -0.658160, 1.440347]],
  "atomic_forces_ev_per_a": [[0.33, 0.04, 0.10], [-0.01, 0.00, 0.01], [0.02, -0.04, 0.01], [0.00, 0.01, 0.00], [-0.06, -0.01, 0.01], [0.00, -0.02, -0.03], [0.00, 0.01, -0.01], [0.02, 0.03, 0.00], [0.02, 0.03, 0.05], [0.02, -0.19, 0.02], [0.01, 0.03, 0.03], [0.00, 0.00, 0.00], [0.00, 0.00, 0.01], [0.00, 0.00, 0.00], [-0.01, 0.02, -0.04], [0.01, -0.01, 0.00], [0.00, 0.02, 0.01], [-0.01, 0.00, 0.00], [0.00, 0.01, 0.00], [0.00, 0.00, 0.00], [0.00, 0.00, 0.00], [0.00, 0.00, 0.00], [0.00, 0.00, 0.00], [0.00, 0.00, 0.01], [0.00, 0.00, -0.01], [0.03, -0.02, -0.02], [-0.14, 0.19, -0.17], [-0.06, -0.02, -0.01], [0.01, 0.03, 0.04], [0.00, 0.01, -0.01], [-0.01, -0.01, -0.01], [0.00, 0.00, 0.00], [0.00, -0.02, 0.03], [-0.08, 0.02, -0.12], [-0.02, 0.02, 0.02], [0.19, -0.07, 0.12], [0.00, -0.01, 0.00], [0.00, -0.01, 0.01], [-0.01, 0.01, -0.02], [0.00, -0.01, 0.00], [-0.01, 0.00, 0.00], [0.00, 0.00, -0.02], [0.03, 0.00, 0.00], [-0.03, -0.01, 0.00], [0.02, 0.00, 0.00], [-0.02, 0.00, 0.01], [0.01, -0.09, 0.00], [0.01, 0.02, -0.10], [-0.05, 0.02, -0.04], [0.00, 0.00, 0.00], [0.00, 0.00, 0.00], [0.01, 0.02, 0.00], [-0.01, 0.02, 0.01], [0.02, 0.02, 0.03], [0.02, -0.04, -0.03], [0.01, 0.03, 0.00], [-0.01, 0.00, -0.01], [0.18, 0.14, -0.03], [-0.44, -0.16, 0.11], [-0.02, -0.06, -0.02], [0.03, 0.04, 0.00], [-0.05, 0.03, -0.01], [0.02, 0.01, -0.01], [0.04, 0.05, 0.07], [-0.01, 0.01, -0.01], [0.00, 0.00, -0.02], [0.01, 0.00, 0.03], [-0.01, -0.01, 0.00], [0.02, 0.00, 0.00], [-0.04, -0.02, 0.02], [0.00, 0.00, 0.00], [-0.01, 0.00, 0.01], [0.00, 0.00, 0.00], [0.01, -0.01, 0.00], [-0.01, 0.01, -0.01], [-0.01, 0.00, -0.01], [0.02, 0.01, -0.03], [-0.01, 0.01, 0.01], [0.01, -0.02, -0.01], [0.01, 0.00, -0.01], [0.00, 0.00, 0.00], [0.00, 0.00, 0.00], [-0.03, 0.00, -0.02], [0.02, 0.03, 0.00], [0.01, -0.02, 0.02], [-0.01, 0.00, 0.01], [0.01, 0.00, 0.00], [-0.01, -0.01, 0.01], [0.00, -0.01, 0.00], [0.00, 0.00, -0.01], [0.00, 0.00, 0.00], [-0.01, 0.01, 0.02], [0.01, -0.01, -0.01], [0.00, 0.00, 0.01]],
  "spin_multiplicity": 2,
  "max_force_ha_per_bohr": 0.0093,
  "homo_lumo_gap_ha": [0.26085, 0.23811],
  "total_charge": 3,
  "relative_energy_kcal_mol": 4.1,
  "homo_energy_ev": [-16.25, -16.25],
  "e_lumo_ev": [-9.15, -9.77]
}

***

Entry 2:
{
  "formula": "C28H58N2O6S",
  "method": "ωB97M-V with the def2-TZVPD basis set",
  "species": ["C", "C", "C", "C", "C", "C", "C", "O", "C", "O", "C", "C", "C", "C", "C", "C", "C", "N", "C", "C", "C", "C", "S", "O", "O", "O", "H", "H", "H", "H", "H", "H", "H", "H", "H", "H", "H", "H", "H", "H", "H", "H", "H", "H", "H", "H", "H", "H", "H", "H", "H", "H", "H", "H", "H", "H", "H", "H", "H", "H", "H", "H", "H", "H", "H", "H", "C", "C", "C", "C", "C", "C", "N", "O", "C", "C", "C", "H", "H", "H", "H", "H", "H", "H", "H", "H", "H", "H", "H", "H", "H", "H", "H", "H", "H"],
  "xyz": [[3.663821, -2.931744, 2.976455], [3.192640, -3.790811, 1.731126], [4.325763, -3.653919, 0.657453], [1.797085, -3.211755, 1.291501], [1.359608, -3.587837, -0.167232], [0.869844, -2.340698, -1.019252], [2.049894, -1.310092, -1.009676], [2.094415, -0.455040, -2.144847], [2.228554, -1.144215, -3.367047], [3.542053, -1.273674, -3.867315], [4.548146, -0.674092, -3.053640], [4.640979, 0.889656, -3.215858], [4.954859, 1.254317, -4.727461], [5.842067, 1.461363, -2.368606], [5.834958, 0.967130, -0.873523], [5.876765, 3.037113, -2.367003], [1.582646, -2.578809, -3.415394], [0.521786, -2.841280, -2.401599], [-0.869023, -2.492799, -2.825650], [-1.152692, -0.974878, -3.000781], [-1.704332, -0.274126, -1.691520], [-2.332473, 1.093901, -2.134434], [-1.404218, 2.543467, -1.461391], [-2.366927, 3.661029, -1.344050], [-0.294904, 2.934755, -2.378095], [-0.730404, 2.191163, -0.002081], [3.089012, -3.175241, 3.895132], [4.758059, -3.064442, 3.148188], [3.537456, -1.848860, 2.732300], [3.143065, -4.849530, 2.074920], [4.167170, -4.305994, -0.228489], [5.265304, -4.022372, 1.138288], [4.509608, -2.587061, 0.407256], [1.788715, -2.126558, 1.516626], [1.040591, -3.669982, 1.973845], [0.457960, -4.253738, -0.104730], [2.118041, -4.162185, -0.747198], [-0.030595, -1.974324, -0.478939], [1.900822, -0.655283, -0.121507], [2.993929, -1.875858, -0.850289], [1.670852, -0.529069, -4.115670], [5.523690, -1.049224, -3.454865], [4.543193, -0.989608, -1.986817], [3.730724, 1.390056, -2.822685], [5.950143, 1.754911, -4.772575], [5.079756, 0.313531, -5.311917], [4.154618, 1.907677, -5.122535], [6.792235, 1.077990, -2.822293], [6.203320, 1.732661, -0.154849], [4.784771, 0.705386, -0.586288], [6.417844, 0.022832, -0.741381], [4.813961, 3.376189, -2.323917], [6.397919, 3.409722, -1.455249], [6.415921, 3.461015, -3.238244], [2.364899, -3.373558, -3.404581], [1.096526, -2.673930, -4.415783], [0.510898, -3.861815, -2.282425], [-1.541630, -2.866403, -2.013327], [-1.154053, -3.092833, -3.722499], [-1.985985, -0.893220, -3.743377], [-0.323417, -0.366428, -3.414137], [-0.799055, -0.027542, -1.088994], [-2.408265, -0.926036, -1.138264], [-3.383771, 1.137690, -1.767298], [-2.378167, 1.252080, -3.231488], [-1.447312, 1.830225, 0.571098], [-4.122600, 0.568614, 5.067208], [-5.171953, 0.695856, 3.945884], [-6.321797, 1.605835, 4.421534], [-5.972532, 3.089305, 4.532431], [-4.867105, 3.522057, 3.568149], [-4.699764, 2.612625, 2.337911], [-4.449524, 1.253248, 2.794238], [-4.249647, 0.350516, 1.737164], [-3.453544, 3.088264, 1.602027], [-5.908304, 2.786547, 1.400604], [-5.788504, -0.694044, 3.734905], [-3.315003, -0.102494, 4.766446], [-4.564137, 0.163547, 5.988622], [-3.674627, 1.533049, 5.314676], [-7.166925, 1.503020, 3.734072], [-6.699667, 1.257657, 5.390447], [-6.877150, 3.678197, 4.350063], [-5.666601, 3.326075, 5.556039], [-5.044553, 4.557529, 3.258097], [-3.921086, 3.545951, 4.119452], [-2.553479, 2.934700, 2.207784], [-3.508644, 4.154135, 1.362402], [-3.332104, 2.551332, 0.666246], [-6.008277, 3.834271, 1.093117], [-6.851948, 2.496591, 1.867108], [-5.794466, 2.195243, 0.489893], [-6.258536, -1.045295, 4.660150], [-5.038631, -1.435449, 3.457589], [-6.558549, -0.675878, 2.960617]],
  "atomic_forces_ev_per_a": [[0.09, -0.07, -0.55], [0.78, 1.19, 0.50], [0.12, -0.60, 0.82], [0.09, -1.30, 0.27], [-1.25, 0.22, -0.40], [1.30, -0.52, 1.95], [-0.50, 0.00, 0.48], [-0.21, -1.18, -0.17], [-0.82, 0.50, -0.99], [-0.30, -0.18, 1.06], [1.84, 1.13, -0.12], [1.08, 0.05, 0.05], [-0.02, -0.43, 0.77], [0.57, -0.06, 0.81], [-0.66, -0.54, -0.14], [-0.30, -0.57, 0.11], [0.52, 0.18, -1.31], [-0.04, -0.55, 0.42], [-1.37, 0.43, 0.06], [-1.16, 0.02, 0.16], [1.39, 0.51, -1.36], [-0.36, -0.68, 1.22], [0.11, 4.89, -1.92], [1.35, -2.81, 0.37], [-1.53, -2.30, 2.11], [-1.12, -0.60, -1.78], [0.40, 0.22, -0.57], [-0.86, -0.14, 0.10], [-0.02, -0.73, 0.28], [-0.24, 0.63, -0.51], [0.07, 0.69, 0.34], [-0.64, 0.28, -0.44], [-0.20, -0.66, -0.11], [-0.04, -0.56, -0.48], [0.50, 0.55, -0.42], [0.72, 0.34, 0.01], [-0.20, 0.56, 0.48], [0.49, 0.03, -0.95], [0.17, -0.37, -0.74], [-0.45, 0.40, -0.37], [0.43, -0.23, 0.64], [-0.83, 0.03, 0.17], [-0.43, 0.17, -0.73], [0.34, -0.39, -0.44], [-0.90, -0.10, -0.09], [-0.46, 0.75, 0.17], [0.62, -0.43, -0.15], [-0.67, 0.32, 0.21], [-0.16, -0.60, -0.58], [0.68, 0.37, 0.00], [-0.30, 0.75, -0.08], [0.86, 0.14, -0.14], [-0.37, -0.29, -0.68], [-0.61, -0.22, 0.37], [-0.50, 0.68, 0.50], [0.34, 0.04, 0.77], [-0.05, 0.25, -0.12], [0.60, 0.23, -0.51], [0.68, 0.51, 0.48], [0.71, -0.28, 0.40], [-0.31, -0.55, 0.27], [-0.88, -0.37, 0.03], [0.34, 0.59, -0.22], [0.84, 0.39, 0.06], [0.41, 0.06, 0.69], [0.00, 0.32, 0.14], [-0.14, -0.15, 0.53], [-0.03, 0.21, 0.49], [-0.20, 0.10, 0.00], [-0.09, 0.10, 0.09], [0.14, 0.07, 0.20], [-0.27, 0.01, 0.44], [0.45, -0.19, -0.23], [0.15, -0.04, -0.41], [0.25, 0.17, -0.12], [-0.21, 0.14, -0.29], [0.09, -0.10, -0.34], [-0.06, 0.05, -0.18], [-0.01, -0.02, -0.01], [-0.06, 0.03, -0.11], [0.13, -0.14, -0.09], [0.10, -0.11, -0.05], [0.01, -0.04, 0.03], [0.01, 0.01, -0.04], [0.02, -0.09, -0.17], [0.07, -0.15, -0.16], [-0.15, -0.07, 0.16], [-0.07, -0.03, -0.06], [-0.23, -0.09, -0.02], [0.04, -0.01, 0.05], [0.08, -0.04, 0.07], [0.11, -0.14, 0.15], [0.01, 0.22, 0.07], [0.02, 0.17, -0.15], [0.14, 0.02, -0.07]],
  "max_force_ha_per_bohr": 0.1022,
  "homo_lumo_gap_ha": 0.08746,
  "total_charge": 0,
  "homo_energy_ev": -3.49,
  "e_lumo_ev": -1.11
}

***

| no. | E (eV) |
| --- | --- |
| 1 | -72578.951 |
| 2 | -56069.272 |